(1)
Entry from the Open Molecules 2025 dataset: a molecular structure, C32H28MoN8O2S2 in a non-equilibrium geometry (ωB97M-V/def2-TZVPD).

Geometry as XYZ:
```
73
Properties=species:S:1:pos:R:3
Mo 0.8340 0.0111 -1.3315
C 4.5436 -1.1915 1.0191
C 3.2065 -1.2209 0.2708
N 2.9137 -0.3125 -0.5477
N 3.7802 0.6206 -1.0200
C 3.5206 1.0171 -2.3360
N 4.2475 2.0205 -2.8407
S 2.4230 0.1451 -3.3126
C 2.1991 -2.2630 0.3665
C 2.2539 -3.2572 1.3343
C 1.2754 -4.2684 1.3397
C 0.2954 -4.2596 0.4017
C 0.2270 -3.1248 -0.4894
N 1.1423 -2.1494 -0.4930
H 5.3902 -1.3895 0.3423
H 4.6426 -1.9685 1.7582
H 4.8303 -0.2421 1.5075
H 4.2399 1.2852 -0.4168
H 4.8269 2.5962 -2.2453
H 4.1157 2.2502 -3.8292
H 3.0165 -3.1654 2.0790
H 1.3321 -5.0093 2.1558
H -0.4719 -5.0044 0.3330
H -0.5940 -2.9536 -1.1336
O -0.5253 -0.8952 -2.3318
C -0.8895 -0.6598 -3.6142
C -1.2127 -1.6858 -4.4713
C -1.5509 -1.4755 -5.7979
C -1.5243 -0.1838 -6.2939
C -1.3680 0.9012 -5.4285
C -1.0480 0.6616 -4.0700
C -0.9327 1.7812 -3.2049
N -0.2975 1.7357 -2.0764
N -0.1842 2.9914 -1.4132
C 0.7180 2.8484 -0.4976
O 1.3237 1.6822 -0.3146
C 1.1135 4.0389 0.3456
C 0.5303 5.3104 0.0509
C 0.8309 6.4103 0.8770
C 1.7124 6.2405 1.9394
C 2.1847 4.9754 2.2798
C 1.8589 3.8626 1.5647
H -1.2147 -2.6557 -3.9858
H -1.7307 -2.3219 -6.4568
H -1.8155 0.0625 -7.3282
H -1.4902 1.9536 -5.7320
H -1.3544 2.7658 -3.5174
H -0.0996 5.4451 -0.8673
H 0.4895 7.3926 0.6036
H 1.9709 7.1590 2.4901
H 2.7835 4.8712 3.1753
H 2.2929 2.8628 1.7586
S -2.1766 -1.7894 4.2604
C -1.6322 -1.1150 2.7935
C -0.3934 -0.5377 2.7688
C 0.1899 -0.0646 1.6302
N -0.4223 -0.2347 0.4543
C -1.6568 -0.7974 0.4635
C -2.3586 -1.1661 1.5656
C -3.8580 -2.2689 4.0330
C -4.8073 -1.2807 3.8785
C -6.1456 -1.6900 3.7367
N -6.5269 -2.9410 3.7538
C -5.5706 -3.8770 3.9175
C -4.2330 -3.6248 4.0695
H 0.1983 -0.4279 3.6726
H 1.1108 0.5524 1.6482
H -2.1457 -0.9317 -0.5030
H -3.3593 -1.5375 1.4976
H -4.5137 -0.1980 3.8606
H -6.9586 -0.9425 3.7276
H -5.8981 -4.9007 3.9188
H -3.6041 -4.4672 4.2571
```

For the LUMO energy (spin up / spin down), the calculation gives -0.2393 / -0.2561 Eh. The multiplicity is 3. The value obtained for the HOMO-LUMO gap (spin up / spin down) is 6.6 / 6.2 eV. As for the total charge: +2.



(2)
Entry from the Open Molecules 2025 dataset: a molecular structure, C3H5BrINO3 in a non-equilibrium geometry (ωB97M-V/def2-TZVPD).

Geometry as XYZ:
```
14
Properties=species:S:1:pos:R:3
C -0.2433 -1.1489 0.3456
C -1.1456 -0.0349 -0.0353
C -0.1146 2.5081 1.1032
N 0.8900 2.3226 0.3529
O 1.8028 1.5064 0.6426
O 0.9683 3.0522 -0.8007
O -0.8825 0.8112 -0.8401
Br -0.1751 1.5974 2.6714
I -1.5177 3.9027 0.7929
H -0.0464 -1.7159 -0.5405
H -0.5799 -1.6192 1.2649
H 0.6565 -0.7681 0.5686
H -2.0763 -0.0102 0.4551
H 0.3634 2.5263 -1.4653
```

For the LUMO energy (spin up / spin down), the calculation gives 0.0080 / 0.0080 Eh. The value obtained for the HOMO-LUMO gap (spin up / spin down) is 9.0 / 9.0 eV.



(3)
Entry from the Open Molecules 2025 dataset: a molecular structure, C22H27AlN8O11PS2 in a non-equilibrium geometry (ωB97M-V/def2-TZVPD).

Geometry as XYZ:
```
72
Properties=species:S:1:pos:R:3
Al -2.8497 -0.6203 0.8176
O -0.9823 5.4430 -0.1050
C -2.2684 4.8467 0.0778
O -3.0819 5.5361 0.6306
C -2.4897 3.4529 -0.3799
C -2.3573 2.9578 -1.6496
N -2.2901 1.5938 -1.5749
N -2.6548 1.1945 -0.3587
C -2.7972 2.2736 0.4273
C -3.2075 1.9873 1.8094
O -3.3442 2.8845 2.6121
O -3.3652 0.6631 1.9617
H -0.3575 4.8959 -0.6607
H -2.4003 3.4906 -2.6646
H -2.0914 0.9134 -2.3075
C 1.0672 -3.5383 -1.8161
N 0.3475 -2.6109 -0.9136
C 1.0691 -1.9901 0.1962
C -0.0484 -1.1034 0.7581
O 0.0305 -0.2021 1.5504
N -1.2256 -1.4324 0.0949
C -0.9913 -2.3627 -0.8360
N -1.7836 -2.8586 -1.8303
H 2.0564 -3.5505 -1.2947
H 1.1640 -3.0866 -2.8496
H 0.6804 -4.5903 -1.8413
H 1.8989 -1.2833 -0.0613
H 1.4351 -2.6047 1.0299
H -2.7639 -2.4956 -1.9206
H -1.3197 -3.4817 -2.5205
C 8.5517 2.3228 -0.4844
N 8.0331 1.1747 0.2125
C 7.5080 1.6154 1.4871
N 6.4112 2.6771 1.3390
C 7.0080 3.7895 0.5405
N 7.5072 3.3759 -0.8029
C 6.4170 2.9817 -1.6671
P 5.5691 1.5665 -0.8987
C 7.1036 0.4489 -0.5780
C 5.2329 2.2064 0.7864
H 9.0461 2.0350 -1.4072
H 9.2736 2.7595 0.1634
H 8.3068 2.0100 2.1044
H 7.0887 0.7283 2.0878
H 7.8501 4.2482 1.1035
H 6.3032 4.6627 0.5260
H 6.7304 2.8478 -2.7083
H 5.6941 3.8382 -1.6214
H 7.5026 0.0968 -1.5219
H 6.7301 -0.4199 0.0538
H 4.8785 1.4206 1.5140
H 4.5369 3.0758 0.6812
O -5.6506 -3.8880 1.0064
C -6.5224 -3.1428 0.5526
C -7.8962 -3.1728 0.9373
C -8.9274 -2.8953 0.0546
C -8.6283 -2.2630 -1.2214
C -7.3213 -2.0690 -1.4908
C -6.2817 -2.3154 -0.5722
C -4.8664 -1.9520 -0.9010
O -4.4769 -2.0245 -2.0773
O -4.3014 -1.3485 0.1061
H -4.4073 -3.7544 1.9562
H -8.1469 -3.5221 1.9468
H -9.8867 -3.1558 0.3911
H -9.4412 -2.1116 -1.9549
H -7.0643 -1.6620 -2.4866
O -2.6124 -1.9491 2.1321
S -2.8048 -2.8294 3.2878
O -1.5520 -3.4414 3.5827
O -3.6845 -4.0598 2.6809
S -3.8895 -2.2270 4.7789
```

For the LUMO energy, the calculation gives 0.0454 Eh. The value obtained for the HOMO-LUMO gap is 5.0 eV. As for the total charge: -1.